A molecular structure, C48H40Br4N2O3P2PtS in a non-equilibrium geometry, computed with the ωB97M-V functional and the def2-TZVPD basis.

Cartesian coordinates (Å):
Pt -0.020 0.222 -0.354
Br -3.913 -4.908 3.077
C -2.739 -3.466 2.713
C -2.112 -2.803 3.767
Br -2.387 -3.369 5.552
C -1.286 -1.726 3.492
Br -0.422 -0.790 4.898
C -1.017 -1.282 2.191
O -0.309 -0.246 1.963
C -1.582 -2.046 1.088
O -1.249 -1.795 -0.108
C -2.492 -3.069 1.411
Br -3.304 -3.937 -0.064
C -3.461 4.211 -5.406
C -2.272 3.902 -4.490
C -1.148 4.938 -4.702
C -1.666 2.541 -4.803
C -1.557 2.031 -6.091
C -0.886 0.846 -6.350
C -0.315 0.129 -5.316
C -0.411 0.607 -4.016
P 0.370 -0.245 -2.601
C 2.109 -0.072 -3.112
C 2.848 -1.040 -3.781
C 4.178 -0.798 -4.083
C 4.767 0.410 -3.745
C 4.015 1.396 -3.124
C 2.698 1.149 -2.795
C -0.125 -1.967 -2.843
C -1.389 -2.269 -3.343
C -1.841 -3.574 -3.342
C -1.052 -4.587 -2.820
C 0.194 -4.287 -2.291
C 0.653 -2.984 -2.296
C -1.068 1.813 -3.776
O -1.089 2.215 -2.480
C -2.013 3.140 -2.108
C -2.267 3.207 -0.740
C -3.181 4.137 -0.270
C -3.810 4.990 -1.156
C -3.550 4.906 -2.514
C -2.660 3.969 -3.022
P -1.421 2.020 0.374
C -2.923 1.146 0.919
C -3.561 1.326 2.137
C -4.678 0.566 2.445
C -5.177 -0.352 1.537
C -4.562 -0.510 0.303
C -3.436 0.231 0.000
C -0.893 3.123 1.715
C -0.553 4.444 1.429
C -0.095 5.283 2.427
C 0.014 4.821 3.729
C -0.298 3.502 4.017
C -0.723 2.650 3.014
H -3.163 4.189 -6.450
H -3.858 5.203 -5.209
H -4.254 3.482 -5.258
H -0.794 4.916 -5.731
H -0.310 4.700 -4.049
H -1.499 5.940 -4.464
H -1.995 2.573 -6.915
H -0.798 0.490 -7.365
H 0.194 -0.804 -5.503
H 2.396 -1.986 -4.046
H 4.757 -1.562 -4.582
H 5.811 0.584 -3.966
H 4.459 2.351 -2.886
H 2.114 1.889 -2.262
H -2.018 -1.475 -3.721
H -2.824 -3.803 -3.729
H -1.419 -5.603 -2.802
H 0.802 -5.070 -1.860
H 1.621 -2.741 -1.872
H -3.390 4.193 0.788
H -4.500 5.733 -0.787
H -4.049 5.588 -3.182
H -3.188 2.048 2.848
H -5.160 0.699 3.402
H -6.048 -0.941 1.785
H -4.951 -1.218 -0.414
H -2.926 0.088 -0.946
H -0.644 4.816 0.419
H 0.168 6.302 2.185
H 0.350 5.487 4.510
H -0.208 3.126 5.026
H -0.908 1.611 3.237
C 2.747 0.909 3.180
N 2.507 -0.483 2.882
C 2.208 -0.847 1.634
S 2.480 0.226 0.345
N 1.874 -2.117 1.364
C 1.926 -3.203 2.313
H 2.890 1.017 4.250
H 1.897 1.516 2.854
H 3.633 1.245 2.640
H 2.138 -1.047 3.636
H 1.578 -2.304 0.416
H 2.911 -3.225 2.787
H 1.766 -4.139 1.784
H 1.162 -3.113 3.090

HOMO level (alpha / beta): -6.12 / -6.14 eV
ΔE to the lowest compared entry with this formula, charge and spin: 91.1 kJ/mol
DFT total energy: -372378.9285 eV
Lowest unoccupied orbital energy (alpha / beta): -0.0421 / -0.0448 hartree
Gap between HOMO and LUMO (alpha / beta): 5.0 / 4.9 eV
F_max: 0.0713 hartree/bohr



8 unconnected molecules or ions with the total composition C48H40N8O16 in a non-equilibrium geometry, computed with the ωB97M-V functional and the def2-TZVPD basis.

Cartesian coordinates (Å):
C 8.168 -23.394 -1.006
C 7.432 -23.734 0.179
C 6.096 -23.331 0.279
C 5.512 -22.512 -0.775
C 6.237 -22.261 -1.915
C 7.599 -22.599 -2.054
N 4.141 -22.010 -0.635
O 3.370 -22.677 -0.010
O 3.777 -21.053 -1.263
H 9.185 -23.749 -1.078
H 7.767 -24.300 1.035
H 5.428 -23.493 1.112
H 5.861 -21.669 -2.736
H 8.246 -22.303 -2.866
C 7.383 -13.207 -13.658
C 6.441 -14.271 -13.539
C 5.944 -14.543 -12.206
C 6.178 -13.751 -11.143
C 7.108 -12.612 -11.305
C 7.618 -12.438 -12.617
N 5.602 -14.109 -9.850
O 5.348 -15.333 -9.624
O 5.409 -13.339 -8.927
H 7.923 -13.128 -14.590
H 6.094 -14.851 -14.381
H 5.369 -15.453 -12.291
H 7.431 -12.019 -10.462
H 8.204 -11.558 -12.836
C 5.170 -20.630 -17.615
C 5.283 -19.241 -17.271
C 5.702 -18.901 -15.970
C 5.927 -19.824 -14.947
C 5.542 -21.157 -15.214
C 5.166 -21.568 -16.523
N 6.290 -19.326 -13.604
O 6.114 -18.111 -13.347
O 6.610 -20.248 -12.814
H 4.771 -20.961 -18.563
H 5.333 -18.433 -17.987
H 5.995 -17.904 -15.676
H 5.453 -21.974 -14.514
H 4.781 -22.573 -16.617
C -0.252 -19.833 -7.742
C -1.188 -20.471 -7.013
C -0.839 -21.710 -6.489
C 0.519 -22.228 -6.557
C 1.461 -21.523 -7.243
C 1.052 -20.311 -7.802
N 0.844 -23.551 -5.880
O 1.987 -24.032 -5.972
O -0.003 -24.071 -5.228
H -0.630 -18.921 -8.179
H -2.122 -19.942 -6.894
H -1.607 -22.217 -5.924
H 2.507 -21.790 -7.223
H 1.655 -19.652 -8.409
C -1.371 -21.635 -1.949
C -2.001 -20.420 -1.933
C -1.315 -19.391 -2.541
C -0.139 -19.600 -3.315
C 0.351 -20.877 -3.376
C -0.150 -21.899 -2.600
N 0.541 -18.463 -3.799
O 1.741 -18.541 -4.104
O -0.093 -17.422 -4.042
H -1.871 -22.483 -1.504
H -2.866 -20.180 -1.331
H -1.721 -18.396 -2.426
H 1.205 -21.104 -3.996
H 0.383 -22.838 -2.575
C 4.330 -18.234 -9.115
C 5.155 -19.337 -9.365
C 5.627 -20.122 -8.278
C 5.212 -19.802 -7.038
C 4.245 -18.834 -6.750
C 3.787 -18.055 -7.867
N 5.722 -20.609 -5.895
O 6.921 -20.670 -5.647
O 4.786 -21.121 -5.307
H 4.166 -17.479 -9.870
H 5.673 -19.634 -10.265
H 6.190 -21.033 -8.422
H 3.951 -18.604 -5.737
H 3.083 -17.239 -7.783
C -0.022 -14.082 -8.279
C -1.022 -14.855 -8.870
C -0.782 -15.725 -9.949
C 0.501 -15.849 -10.417
C 1.571 -15.163 -9.698
C 1.282 -14.332 -8.636
N 0.742 -16.712 -11.559
O 1.900 -16.738 -11.958
O -0.270 -17.139 -12.130
H -0.130 -13.350 -7.492
H -2.016 -14.746 -8.462
H -1.595 -16.304 -10.363
H 2.544 -15.206 -10.165
H 2.069 -13.743 -8.187
C 6.835 -17.831 -4.138
C 6.057 -18.272 -3.024
C 6.744 -18.842 -1.992
C 8.116 -19.153 -2.111
C 8.867 -18.729 -3.245
C 8.202 -18.114 -4.295
N 8.769 -19.625 -0.890
O 8.263 -19.487 0.200
O 9.911 -20.050 -0.926
H 6.331 -17.336 -4.954
H 4.979 -18.217 -3.034
H 6.119 -18.999 -1.125
H 9.930 -18.836 -3.401
H 8.733 -17.998 -5.228

HOMO level (alpha / beta): -10.49 / -10.49 eV
ΔE to the lowest compared entry with this formula, charge and spin: 0.0 kJ/mol
DFT total energy: -95069.3301 eV
Lowest unoccupied orbital energy (alpha / beta): -0.2207 / -0.3415 hartree
Gap between HOMO and LUMO (alpha / beta): 4.5 / 1.2 eV
Expectation value of S²: 0.772
F_max: 0.1075 hartree/bohr
Net charge: +1
Multiplicity: 2



A molecular structure, C48H41BClCsF5N10O3S2 in a non-equilibrium geometry, computed with the ωB97M-V functional and the def2-TZVPD basis.

Cartesian coordinates (Å):
Cs 0.161 0.614 -0.995
C 2.649 0.165 -3.482
C 3.356 1.041 -2.493
C 4.586 1.717 -2.655
C 4.786 2.372 -1.462
N 3.736 2.098 -0.658
N 2.862 1.285 -1.289
B 3.481 2.646 0.756
N 3.290 1.516 1.799
C 3.091 1.724 3.119
C 2.712 0.529 3.684
C 2.686 -0.375 2.600
C 2.347 -1.834 2.605
N 3.033 0.235 1.480
N 2.185 3.505 0.823
C 2.015 4.824 1.049
C 0.661 5.070 1.115
C 0.061 3.813 0.914
C -1.403 3.495 0.871
N 0.988 2.881 0.745
N 4.737 3.454 1.177
C 5.780 2.957 1.873
C 6.761 3.922 1.916
C 6.219 5.002 1.193
C 6.838 6.332 0.894
N 5.007 4.707 0.749
H 3.250 0.064 -4.385
H 1.682 0.592 -3.757
H 2.467 -0.831 -3.072
H 5.223 1.727 -3.524
H 5.594 3.012 -1.147
H 3.242 2.698 3.559
H 2.473 0.334 4.718
H 1.902 -2.116 3.561
H 3.235 -2.447 2.441
H 1.641 -2.071 1.807
H 2.858 5.487 1.126
H 0.170 6.016 1.278
H -1.970 4.411 0.706
H -1.731 3.041 1.809
H -1.616 2.804 0.056
H 5.752 1.960 2.278
H 7.724 3.860 2.396
H 7.738 6.479 1.490
H 6.136 7.138 1.113
H 7.106 6.407 -0.161
C 4.313 -1.748 -0.772
C 3.692 -3.044 -1.217
C 4.253 -4.286 -0.830
C 3.666 -5.441 -1.256
C 2.513 -5.393 -2.071
C 1.859 -6.564 -2.515
C 0.738 -6.439 -3.296
C 0.244 -5.180 -3.663
C 0.846 -3.984 -3.264
S 0.200 -2.463 -3.755
C 2.021 -4.103 -2.421
N 2.630 -2.976 -1.981
H 5.189 -1.926 -0.144
H 3.601 -1.135 -0.214
H 4.616 -1.154 -1.637
H 5.139 -4.305 -0.207
H 4.071 -6.409 -0.977
H 2.246 -7.534 -2.221
H 0.217 -7.329 -3.637
H -0.646 -5.106 -4.273
C -3.800 0.541 1.231
C -4.364 1.666 0.402
C -5.189 2.615 0.983
C -5.673 3.681 0.243
Cl -6.725 4.853 1.010
C -5.321 3.837 -1.083
C -4.504 2.891 -1.688
C -4.046 1.795 -0.960
O -3.289 0.809 -1.491
C -3.030 0.845 -2.903
C -2.011 1.958 -3.336
O -2.454 2.788 -4.146
O -0.879 1.864 -2.808
H -3.314 0.937 2.125
H -3.070 -0.039 0.674
H -4.589 -0.137 1.562
H -5.452 2.526 2.030
H -5.664 4.696 -1.644
H -4.195 3.028 -2.718
H -3.958 1.000 -3.460
H -2.614 -0.136 -3.138
F -2.909 -6.380 5.350
C -2.550 -5.535 4.382
C -3.026 -4.232 4.389
F -3.857 -3.841 5.365
C -2.646 -3.359 3.394
F -3.137 -2.125 3.435
C -1.770 -3.735 2.353
S -1.285 -2.648 1.144
C -1.321 -5.074 2.379
F -0.506 -5.518 1.437
C -1.701 -5.956 3.370
F -1.259 -7.219 3.369
N -3.677 -2.873 -1.430
C -4.619 -2.250 -1.214
C -5.811 -1.491 -0.944
C -6.545 -1.749 0.213
C -7.688 -1.015 0.482
C -8.097 -0.020 -0.397
C -7.369 0.232 -1.550
C -6.229 -0.503 -1.831
H -6.203 -2.514 0.898
H -8.252 -1.217 1.383
H -8.983 0.564 -0.180
H -7.679 1.015 -2.230
H -5.649 -0.312 -2.722

HOMO level (alpha / beta): -1.29 / -1.26 eV
ΔE to the lowest compared entry with this formula, charge and spin: 224.5 kJ/mol
DFT total energy: -120494.2416 eV
Lowest unoccupied orbital energy (alpha / beta): 0.1122 / 0.0364 hartree
Gap between HOMO and LUMO (alpha / beta): 4.3 / 2.3 eV
Expectation value of S²: 0.776
F_max: 0.0472 hartree/bohr
Net charge: -2
Multiplicity: 2



A molecular structure, C48H42BrCl2F15GeILaN3PS3 in a non-equilibrium geometry, computed with the ωB97M-V functional and the def2-TZVPD basis.

Cartesian coordinates (Å):
La -0.314 -0.328 -0.178
C -2.812 -0.116 3.119
C -2.941 -1.367 2.338
N -2.315 -1.636 1.225
C -2.647 -2.886 0.754
C -3.527 -3.570 1.547
S -3.963 -2.639 2.911
C -2.162 -3.377 -0.522
C -2.341 -4.657 -0.972
S -1.837 -4.805 -2.593
C -1.418 -3.119 -2.592
N -1.587 -2.526 -1.440
C -1.025 -2.474 -3.865
H -2.277 0.640 2.547
H -2.275 -0.303 4.050
H -3.797 0.267 3.383
H -3.950 -4.541 1.387
H -2.737 -5.500 -0.447
H -0.304 -3.079 -4.412
H -0.616 -1.479 -3.703
H -1.905 -2.383 -4.502
Cl -0.324 2.582 0.174
C 0.571 4.030 -0.355
Cl 2.306 3.764 -0.272
H 0.297 4.835 0.326
H 0.289 4.235 -1.388
F 3.331 2.758 -4.308
C 2.766 2.173 -5.380
C 2.175 0.941 -5.193
C 1.499 0.377 -6.257
F 0.854 -0.781 -6.016
C 1.438 0.994 -7.500
F 0.773 0.435 -8.505
C 2.061 2.233 -7.673
F 1.972 2.863 -8.833
C 2.739 2.827 -6.606
F 3.324 4.010 -6.746
Ge 2.061 0.119 -3.401
S 0.138 0.728 -2.677
C 2.351 -1.885 -3.441
C 2.892 -2.527 -4.541
F 3.355 -1.779 -5.533
C 2.957 -3.917 -4.626
F 3.458 -4.506 -5.699
C 2.457 -4.699 -3.579
F 2.473 -6.020 -3.666
C 1.935 -4.074 -2.449
F 1.417 -4.757 -1.421
C 1.919 -2.690 -2.413
F 1.430 -2.089 -1.264
C 3.662 0.654 -2.321
C 4.891 0.761 -2.946
F 4.963 0.405 -4.227
C 6.018 1.215 -2.273
F 7.190 1.295 -2.879
C 5.888 1.605 -0.939
F 6.937 2.062 -0.277
C 4.660 1.496 -0.286
F 4.549 1.848 0.997
C 3.578 0.988 -0.989
F 2.370 0.745 -0.360
C 3.795 -1.492 1.227
C 2.985 -1.737 2.496
C 3.783 -1.300 3.719
P 1.234 -1.053 2.360
C 1.003 0.526 3.367
C 1.156 0.539 4.885
C 1.891 1.603 2.750
C 0.304 -2.401 3.275
C 0.117 -3.590 2.325
C 0.948 -2.895 4.566
H 4.623 -2.199 1.181
H 4.218 -0.495 1.237
H 3.185 -1.626 0.335
H 2.812 -2.817 2.558
H 4.037 -0.244 3.679
H 4.716 -1.859 3.741
H 3.257 -1.509 4.644
H -0.047 0.782 3.147
H 2.177 0.355 5.202
H 0.488 -0.162 5.378
H 0.887 1.539 5.224
H 2.937 1.428 2.982
H 1.619 2.577 3.149
H 1.777 1.638 1.671
H -0.675 -1.970 3.512
H 1.043 -4.156 2.235
H -0.179 -3.272 1.319
H -0.640 -4.269 2.717
H 1.860 -3.445 4.362
H 0.265 -3.579 5.063
H 1.177 -2.090 5.254
Br -4.661 5.602 2.089
C -4.486 5.112 3.917
C -5.421 5.561 4.839
C -5.356 5.133 6.154
C -4.372 4.240 6.547
C -3.421 3.810 5.636
C -3.472 4.262 4.331
I -1.984 3.646 2.981
H -6.192 6.243 4.516
H -6.079 5.492 6.870
H -4.330 3.885 7.565
H -2.642 3.125 5.938
C -6.598 1.879 -2.293
C -5.265 1.422 -1.827
C -4.395 0.717 -2.655
C -3.170 0.297 -2.174
N -2.740 0.539 -0.929
C -3.573 1.232 -0.140
C -4.818 1.674 -0.531
H -6.696 1.775 -3.370
H -6.762 2.918 -2.013
H -7.379 1.284 -1.818
H -4.670 0.507 -3.677
H -2.496 -0.243 -2.826
H -3.220 1.462 0.856
H -5.433 2.227 0.161

HOMO level: -13.03 eV
ΔE to the lowest compared entry with this formula, charge and spin: 10.4 kJ/mol
DFT total energy: -298038.0771 eV
Lowest unoccupied orbital energy: -0.1890 hartree
Gap between HOMO and LUMO: 7.9 eV
F_max: 0.0300 hartree/bohr
Net charge: +2



> What is the ΔE to the lowest compared entry with this formula, charge and spin in the fourth record?

10.4 kJ/mol



> DFT total energy of number 2 (C48H40N8O16)?

-95069.3301 eV